Entry 1:
Computed, not measured: C9H75ClN2O33S2 as an isolated structure, with the ωB97M-V functional and the def2-TZVPD basis.

Last column: Löwdin charge in e.
Positions of all 122 atoms, in Å:
S (2.70989, 4.41328, -0.99533)  0.83
C (1.53601, 3.05711, -0.85984)  -0.51
C (0.93317, 2.83641, 0.34809)  -0.08
C (-0.02825, 1.75833, 0.62607)  -0.18
C (-0.59316, 1.59847, 2.03419)  -0.13
C (0.40431, 0.72732, 2.87441)  -0.23
C (1.77416, 1.41155, 3.05299)  -0.54
Cl (2.84837, 0.60132, 4.26271)  0.67
C (-0.37899, 0.93520, -0.40221)  0.04
C (0.22355, 1.11050, -1.68760)  -0.30
N (0.03831, 0.40642, -2.82120)  -0.23
S (1.00058, 1.01336, -3.95747)  1.05
N (1.73935, 2.24286, -3.16493)  -0.21
C (1.20058, 2.15924, -1.93946)  -0.37
H (3.79247, 3.95175, -0.31706)  -0.13
H (1.17182, 3.48029, 1.20265)  0.11
H (-1.54491, 1.05705, 1.94356)  0.08
H (-0.83030, 2.55475, 2.52896)  0.13
H (0.54355, -0.21130, 2.31538)  0.09
H (-0.04269, 0.58687, 3.87172)  0.10
H (2.29265, 1.35134, 2.08586)  0.06
H (1.70918, 2.48822, 3.27303)  0.09
H (-1.11585, 0.13900, -0.26415)  0.12
O (1.58224, -2.55376, 5.68731)  -0.05
H (0.77794, -2.07122, 5.90570)  0.04
H (2.03203, -1.98357, 5.05569)  -0.01
O (-2.26652, -1.88606, -3.15853)  -0.07
H (-1.37316, -1.52292, -3.25184)  0.00
H (-2.36417, -2.46118, -3.92429)  0.00
O (-3.19579, -4.58101, -3.81967)  -0.05
H (-4.12744, -4.40297, -3.62932)  0.07
H (-2.74259, -4.35131, -2.99781)  0.04
O (-2.82751, -6.57494, -6.34707)  -0.06
H (-1.89205, -6.76340, -6.49967)  0.00
H (-2.82378, -5.92946, -5.63121)  -0.01
O (-4.71048, -2.59787, -5.65546)  -0.06
H (-4.70369, -2.01019, -4.88625)  0.00
H (-4.05628, -3.27069, -5.44091)  -0.01
O (-0.75506, -1.82253, 1.35665)  -0.08
H (-0.96593, -2.54938, 1.95581)  0.01
H (-0.94539, -2.18082, 0.48352)  0.03
O (3.94690, 2.97695, 1.71168)  -0.09
H (4.18240, 3.70227, 2.30803)  0.05
H (4.79144, 2.72376, 1.31978)  0.04
O (1.99104, 8.04066, -1.42143)  -0.07
H (1.38253, 8.15712, -2.15809)  0.03
H (2.26439, 7.11844, -1.48538)  -0.04
O (4.77937, 3.48015, 4.49805)  -0.07
H (4.19666, 2.72368, 4.35886)  -0.04
H (5.65543, 3.07832, 4.53248)  0.02
O (-5.72362, -1.63407, -2.98972)  -0.06
H (-6.65038, -1.45580, -2.79760)  0.00
H (-5.26965, -1.40281, -2.17486)  0.02
O (-0.39987, -1.96809, -5.22651)  -0.06
H (-1.03725, -1.88402, -5.94570)  0.06
H (-0.13329, -2.89777, -5.26085)  0.04
O (-8.15330, -0.28626, -4.15782)  -0.06
H (-7.26357, 0.07493, -4.25423)  0.04
H (-8.25058, -0.86500, -4.92157)  0.04
O (3.14665, 4.31909, -4.96402)  -0.08
H (2.94844, 3.58116, -4.36905)  -0.01
H (2.96074, 3.96579, -5.84233)  0.04
O (5.95123, 4.58782, -5.77879)  -0.08
H (5.00383, 4.72429, -5.62662)  -0.01
H (6.35286, 4.77613, -4.92580)  0.03
O (-3.02001, -3.18804, -0.51751)  -0.05
H (-3.78325, -2.66137, -0.25876)  0.04
H (-2.62743, -2.69178, -1.25023)  0.00
O (-0.06277, -5.37540, -4.26959)  -0.04
H (-0.99102, -5.21116, -4.06787)  0.00
H (0.40122, -5.15013, -3.45581)  0.05
O (-1.33479, 5.21513, 0.00750)  -0.05
H (-1.12641, 5.94671, 0.59815)  0.04
H (-0.48928, 4.99392, -0.39965)  0.01
O (2.59320, 0.03309, 7.61022)  -0.06
H (1.74204, 0.42711, 7.83392)  0.05
H (2.76486, 0.33776, 6.70936)  -0.04
O (0.32654, 2.52364, -6.74181)  -0.09
H (-0.10932, 3.34501, -6.48917)  0.04
H (-0.33398, 2.05869, -7.26597)  0.04
O (5.95385, 1.40720, 2.94258)  -0.07
H (5.38340, 0.63957, 2.81946)  0.02
H (6.83898, 1.02964, 3.01288)  0.02
O (0.98546, -3.42850, 2.48395)  -0.05
H (1.22079, -2.68954, 3.05386)  0.01
H (1.81855, -3.68243, 2.07413)  0.05
O (8.46389, 1.11392, 4.70577)  -0.05
H (8.35377, 1.64514, 5.50858)  0.03
H (9.11188, 0.44512, 4.95382)  0.05
O (-2.87960, -3.26458, 2.61539)  -0.05
H (-2.94477, -3.56884, 3.52771)  0.05
H (-3.26634, -3.98104, 2.09866)  0.05
O (6.90908, -1.31786, 3.73399)  -0.06
H (7.08910, -0.58008, 4.33427)  0.01
H (7.77294, -1.54477, 3.37495)  0.04
O (-2.50015, -0.07321, 3.82792)  -0.05
H (-2.66194, -0.57566, 3.01564)  0.04
H (-3.37722, 0.03546, 4.21466)  0.05
O (7.24485, 3.34561, 6.62962)  -0.05
H (6.29768, 3.50600, 6.73617)  0.04
H (7.60433, 3.46489, 7.51467)  0.05
O (-7.36163, 0.77321, -6.86059)  -0.05
H (-7.49675, 0.31893, -7.69908)  0.04
H (-8.16284, 1.29526, -6.74357)  0.04
O (-6.67299, -0.98657, -0.37619)  -0.04
H (-7.60004, -0.80798, -0.18503)  0.05
H (-6.21721, -0.75342, 0.43987)  0.05
O (1.32417, -4.60542, 8.37995)  -0.06
H (0.47016, -4.22448, 8.60484)  0.03
H (1.50341, -4.27317, 7.49109)  0.01
O (-8.92917, -3.06473, -2.68953)  -0.06
H (-9.10140, -3.19250, -3.62748)  0.03
H (-8.87783, -2.10658, -2.59216)  0.01
O (3.51836, 2.70311, 8.75545)  -0.07
H (3.42347, 2.39366, 9.66153)  0.03
H (3.15433, 1.98275, 8.22237)  -0.01
O (-0.12213, -6.84166, -7.94500)  -0.05
H (0.76487, -6.47902, -8.03451)  0.04
H (-0.22066, -7.41703, -8.71066)  0.04
O (-4.01969, 2.36981, 2.67730)  -0.06
H (-4.09821, 2.88477, 3.48679)  0.04
H (-3.34488, 1.70904, 2.88159)  -0.02

Results
* LUMO energy: -0.027 Ha
* Kohn-Sham gap: 8.4 eV


Entry 2:
Computed, not measured: a 28-piece molecular cluster, C9H75N2O27 overall, with the ωB97M-V functional and the def2-TZVPD basis.

Last column: Löwdin charge in e.
Positions of all 113 atoms, in Å:
C (2.59129, 1.61298, 2.10110)  -0.03
C (2.07521, 0.43845, 1.22975)  -0.36
C (3.20076, -0.25979, 0.43296)  -0.04
C (1.28315, -0.52691, 2.11546)  -0.06
N (0.08780, -1.23168, 1.46823)  -0.06
C (0.35578, -1.78735, 0.08567)  -0.07
C (0.03253, -0.81894, -1.06786)  -0.17
N (-1.15050, -0.00601, -0.87645)  -0.01
C (-1.28327, 0.61784, 0.42830)  -0.38
C (-2.60497, 1.37660, 0.48820)  -0.03
C (-1.19513, -0.43148, 1.52040)  -0.05
H (2.39237, 1.46364, 3.16457)  0.08
H (2.10186, 2.54407, 1.82299)  0.06
H (3.65833, 1.77047, 1.96538)  0.07
H (1.41145, 0.88228, 0.49766)  0.08
H (4.18695, 0.14626, 0.63866)  0.05
H (3.26091, -1.33068, 0.65132)  0.08
H (3.00549, -0.15214, -0.63373)  0.05
H (0.86517, -0.03468, 2.99208)  0.13
H (1.93817, -1.32649, 2.46651)  0.14
H (-0.08904, -2.03629, 2.06895)  0.15
H (-0.25424, -2.68949, -0.00588)  0.13
H (1.39682, -2.09737, 0.06482)  0.12
H (0.89606, -0.19179, -1.29151)  0.09
H (-0.13620, -1.43547, -1.95215)  0.12
H (-2.00031, -0.49381, -1.13319)  0.13
H (-0.47920, 1.34547, 0.55051)  0.13
H (-2.57034, 2.15898, -0.26469)  0.04
H (-3.42748, 0.70096, 0.24088)  0.10
H (-2.78644, 1.80836, 1.46885)  0.09
H (-2.00551, -1.14816, 1.35949)  0.14
H (-1.28801, -0.03595, 2.53052)  0.14
O (-3.51052, -4.99667, 0.85162)  -0.05
H (-4.43851, -4.91166, 1.10717)  0.04
H (-3.18942, -4.10078, 0.72383)  0.02
O (-0.63551, 4.08458, -0.92428)  -0.03
H (-0.47798, 3.17871, -0.63625)  0.02
H (-1.50311, 4.30727, -0.56676)  0.06
O (2.61366, 0.35368, -3.04264)  -0.06
H (1.75042, 0.61387, -3.39364)  0.00
H (3.22533, 0.96390, -3.47030)  0.06
O (-3.54679, 3.44632, -1.88335)  -0.06
H (-3.42839, 4.29093, -2.33841)  0.03
H (-3.60526, 2.81455, -2.60840)  0.06
O (1.55497, 4.81002, 0.97884)  -0.07
H (0.68774, 4.87824, 0.55652)  0.02
H (2.10840, 5.48570, 0.55391)  0.02
O (0.04795, 1.95033, -3.13659)  -0.04
H (-0.55740, 1.22615, -2.92665)  0.02
H (-0.34794, 2.69989, -2.67130)  0.02
O (-5.64963, -6.85810, 0.23917)  -0.05
H (-6.11648, -6.46283, -0.50390)  0.04
H (-4.72667, -6.88574, -0.03538)  0.02
O (6.29527, 0.64388, -0.05600)  -0.07
H (6.06016, 0.24159, -0.90133)  0.01
H (7.25604, 0.77021, -0.10818)  0.01
O (1.31450, -2.34134, -4.04257)  -0.04
H (0.86767, -3.13121, -3.71969)  0.01
H (1.87257, -2.04113, -3.31648)  0.02
O (-1.89447, 0.51321, -5.09910)  -0.06
H (-1.94433, 0.19348, -6.00682)  0.04
H (-0.95240, 0.66008, -4.96700)  -0.01
O (9.06294, 0.94609, -0.80629)  -0.04
H (9.98272, 1.14365, -0.60562)  0.06
H (9.08162, 0.43495, -1.62197)  0.05
O (0.59966, -4.67563, 2.60022)  -0.03
H (-0.15073, -4.52957, 2.01370)  0.02
H (1.32658, -4.14911, 2.25185)  0.04
O (-1.19422, -7.38622, 1.77630)  -0.04
H (-2.09080, -7.03684, 1.70876)  0.03
H (-0.64250, -6.64849, 2.05656)  0.01
O (5.71430, -0.48223, -2.88087)  -0.04
H (4.79957, -0.68294, -2.64609)  0.02
H (5.70519, -0.38985, -3.83913)  0.05
O (-2.09178, 4.73375, -4.02893)  -0.04
H (-1.23323, 4.98296, -3.66995)  0.04
H (-1.90331, 4.36757, -4.89929)  0.05
O (-4.63393, 3.49913, 1.17822)  -0.06
H (-5.59404, 3.50722, 1.06723)  0.01
H (-4.30571, 3.68649, 0.28986)  0.00
O (6.18692, 0.95851, 2.92529)  -0.06
H (5.25364, 0.88022, 3.13642)  0.01
H (6.22398, 1.06463, 1.96431)  -0.01
O (-0.67367, -8.69654, 4.53455)  -0.05
H (-0.96168, -8.20292, 3.75631)  0.02
H (0.27642, -8.82029, 4.41034)  0.04
O (3.39788, 6.92738, 0.80909)  -0.04
H (3.84969, 7.61464, 0.31035)  0.06
H (3.54085, 7.14052, 1.73664)  0.06
O (-0.36681, -6.87226, 6.89232)  -0.07
H (-0.31443, -7.43674, 6.10743)  -0.02
H (0.53257, -6.57842, 7.06116)  0.03
O (0.86855, -11.01299, 4.04657)  -0.06
H (1.28378, -11.76385, 4.48097)  0.04
H (-0.01797, -10.94873, 4.42064)  0.03
O (1.31361, -0.13203, -6.32064)  -0.05
H (1.50923, -1.00198, -5.94594)  0.02
H (1.37220, 0.46489, -5.56922)  0.00
O (-7.28742, 4.68038, 0.26334)  -0.05
H (-8.24586, 4.65616, 0.17373)  0.06
H (-6.96928, 4.91457, -0.61609)  0.06
O (-6.71955, 7.59699, 0.42973)  -0.08
H (-6.66840, 6.74826, 0.88332)  0.00
H (-6.68500, 8.25881, 1.13302)  -0.01
O (2.46393, 2.88834, -0.92842)  -0.06
H (2.11642, 3.45465, -0.21580)  -0.01
H (3.38919, 3.14114, -1.00887)  0.05
O (-0.65658, -4.80893, -3.78690)  -0.05
H (-1.60515, -4.97264, -3.81195)  0.05
H (-0.43154, -4.58711, -4.69820)  0.05
O (-6.83189, 9.02937, 3.00843)  -0.05
H (-6.40066, 9.66222, 3.59071)  0.05
H (-7.77456, 9.20382, 3.09903)  0.05

Results
* charge: +1
* LUMO energy: -0.113 Ha
* Kohn-Sham gap: 9.1 eV